(1)
78
Properties=species:S:1:pos:R:3:lowdin_charge:R:1 method="wB97M-V/def2-TZVPD" de_lowest_kj_mol=208.6 fmax_ev_per_a=3.57 multiplicity=1 homo_ev=-9.4109 smiles=OCCO.OCCO.OCCO.OCCO.OCCO.OCCO.O.O.O.O.O.O
O 3.245 4.050 -21.293 -0.10
O -4.186 3.169 -25.255 -0.07
O 3.764 5.667 -23.312 -0.10
O 2.426 0.822 -20.825 -0.07
O -2.472 6.413 -25.942 -0.05
O -1.671 1.983 -25.426 -0.07
O 2.680 6.883 -20.856 -0.06
O 3.940 1.400 -23.607 -0.05
O 6.314 6.036 -25.886 -0.05
O 8.717 2.561 -24.033 -0.07
O 1.846 -0.636 -25.769 -0.05
O 4.212 0.661 -26.254 -0.05
O 1.651 5.553 -25.158 -0.09
O 1.755 2.930 -23.897 -0.12
O 6.202 3.241 -26.590 -0.05
O -0.920 0.534 -22.248 -0.06
O -0.226 7.717 -25.070 -0.04
O 0.451 4.710 -21.994 -0.03
C -2.599 5.065 -25.589 -0.28
C 6.943 2.489 -25.662 -0.22
C 4.833 5.272 -24.125 -0.24
C -1.741 0.924 -23.274 -0.28
C 3.702 4.948 -20.255 -0.19
C 2.643 5.919 -19.820 -0.23
C -0.943 1.851 -24.220 -0.23
C -4.060 4.606 -25.533 -0.16
C 4.957 6.098 -25.374 -0.19
C 2.055 3.109 -25.293 -0.17
C 1.183 4.346 -25.715 -0.18
C 7.907 3.356 -24.843 -0.27
H 4.599 1.985 -23.200 0.08
H 2.501 0.026 -25.880 -0.06
H 2.663 3.392 -20.934 0.07
H 4.286 0.759 -25.293 0.00
H -2.037 -0.043 -23.807 0.14
H 4.687 7.110 -25.187 0.12
H 6.278 2.107 -24.942 0.08
H 4.748 4.185 -24.330 0.11
H 4.240 0.511 -23.274 0.12
H -2.024 4.385 -26.206 0.11
H 1.026 -0.398 -26.209 0.05
H 2.773 6.284 -21.643 0.06
H 3.171 3.114 -25.573 0.13
H -0.763 2.770 -23.609 0.11
H 0.790 4.040 -21.398 0.01
H 2.006 0.397 -21.564 0.02
H 0.011 1.431 -24.551 0.10
H -4.636 5.105 -24.786 0.11
H 2.479 2.355 -23.625 0.03
H 8.460 3.968 -25.563 0.12
H 0.362 6.944 -24.975 0.02
H 5.585 2.622 -26.910 0.05
H 1.661 5.457 -19.855 0.11
H -5.070 2.967 -24.991 0.08
H 1.267 4.529 -26.818 0.14
H -0.859 1.340 -21.714 0.09
H 4.238 5.732 -26.100 0.11
H -0.622 7.763 -24.200 0.05
H 5.698 5.515 -23.498 0.13
H 4.568 5.475 -20.608 0.13
H 9.497 3.001 -23.602 0.12
H 4.445 -0.249 -26.458 0.07
H 2.890 6.316 -18.844 0.13
H -4.488 4.899 -26.451 0.10
H 2.308 5.335 -24.469 0.05
H -2.715 1.254 -22.919 0.12
H 7.546 1.811 -26.289 0.14
H 0.155 4.329 -25.462 0.08
H -2.442 2.511 -25.282 0.01
H 3.254 0.272 -20.584 0.09
H 1.709 2.171 -25.753 0.10
H 7.468 4.131 -24.188 0.11
H -2.211 4.928 -24.632 0.10
H -1.550 6.629 -25.689 0.04
H 0.820 4.393 -22.819 -0.01
H 6.544 5.173 -26.169 0.01
H 3.880 4.246 -19.463 0.12
H 3.585 5.000 -22.620 0.03

***

(2)
81
Properties=species:S:1:pos:R:3:lowdin_charge:R:1 method="wB97M-V/def2-TZVPD" fmax_ev_per_a=6.33 multiplicity=1 homo_ev=-10.1251
Br 1.775 -1.826 -4.458 0.53
Br 4.547 -0.030 -4.676 0.56
Br 1.607 1.391 -5.184 0.58
V -2.953 1.933 0.433 0.88
S -0.360 -0.510 0.363 0.46
S 0.349 1.647 -1.099 0.68
F -1.720 -1.043 0.484 -0.10
F -0.175 3.239 -0.481 -0.28
O 4.437 3.252 -0.463 0.04
O 3.163 4.975 -0.585 0.09
O -3.943 -5.202 0.201 0.04
O -4.053 0.840 0.499 -0.28
O 4.584 -2.664 -1.605 0.05
O 1.677 1.391 -0.591 -0.26
O -2.065 1.556 2.271 -0.02
O -1.683 -3.315 2.888 0.01
O -5.065 -3.822 -1.152 0.12
O 0.136 -0.281 1.631 -0.21
O 3.771 -0.745 -0.926 0.03
O -3.198 0.466 -2.337 0.05
O 3.326 1.642 3.441 0.06
O -0.454 3.072 2.505 0.08
O 0.381 -1.360 -0.533 -0.25
O -0.011 1.908 -2.477 -0.34
O -3.094 2.522 -1.639 0.03
O -3.593 3.325 0.892 -0.30
O 3.703 -0.454 3.299 0.07
O -1.153 -1.824 4.413 0.11
N -0.984 1.038 -0.260 -0.30
N 3.642 3.986 -1.036 -0.43
N 3.849 0.685 2.916 -0.43
N -1.803 -2.212 3.516 -0.40
N 4.089 -1.926 -0.754 -0.42
C -2.794 0.652 -4.637 -0.13
C 2.610 -0.025 -4.248 -1.51
C -3.018 -1.434 3.118 0.06
C -2.388 1.897 -3.909 -0.07
C 4.848 0.960 1.867 0.06
C 3.298 3.676 -2.502 0.06
C -2.962 1.715 -2.563 -0.46
C 3.842 -2.505 0.574 0.05
C -1.754 -4.523 -0.246 -0.18
C -2.638 -3.959 -1.282 -0.09
C -2.568 -5.463 0.575 -0.13
C -4.024 -4.270 -0.769 -0.49
C -0.670 1.483 4.245 -0.03
C 0.498 2.436 4.579 -0.13
C -1.195 2.076 2.941 -0.42
C 0.580 3.417 3.447 -0.10
C -3.119 -0.351 -3.526 -0.09
H -1.430 1.343 4.975 0.12
H -2.412 -5.239 1.630 0.11
H 3.476 -1.806 1.271 0.06
H -1.282 -3.740 0.389 0.10
H -2.523 -2.914 -1.506 0.10
H 3.699 2.715 -2.756 0.07
H 5.707 1.351 2.506 0.14
H 5.186 0.068 1.381 0.08
H 1.471 3.172 2.938 0.10
H 3.130 -3.322 0.390 0.11
H -3.781 -1.649 3.875 0.12
H -2.536 -4.462 -2.266 0.14
H -0.309 0.461 3.952 0.12
H -1.298 1.854 -3.858 0.09
H -2.747 -0.408 3.054 0.06
H -4.037 -0.951 -3.671 0.15
H 4.799 -3.022 0.796 0.12
H -3.380 -1.713 2.153 0.08
H 1.443 1.880 4.716 0.10
H -0.915 -4.995 -0.728 0.12
H -2.777 2.735 -4.409 0.13
H -2.291 -1.036 -3.368 0.12
H 2.232 3.832 -2.610 0.08
H 0.268 2.924 5.511 0.11
H 3.752 4.469 -3.091 0.10
H 2.450 0.216 -3.176 -0.05
H -2.434 -6.510 0.352 0.12
H 4.511 1.747 1.228 0.06
H -2.015 0.287 -5.357 0.13
H -3.762 0.792 -5.195 0.13
H 0.531 4.487 3.711 0.15

***

(3)
18
Properties=species:S:1:pos:R:3:lowdin_charge:R:1 method="wB97M-V/def2-TZVPD" charge=-2 s_squared=0.7545 de_lowest_kj_mol=434.0 fmax_ev_per_a=3.93 multiplicity=2 homo_ev="1.8257 / 1.7634"
O -1.534 2.658 0.068 -0.42
N -1.389 0.504 1.047 -0.09
N 2.272 -0.775 -0.553 -0.20
C -0.098 -1.319 -0.544 -0.27
C -1.302 1.932 1.215 -0.63
C 1.186 -1.076 -1.358 -0.57
C -0.154 -0.231 0.529 -0.29
H -2.160 2.036 1.957 0.06
H 2.613 -1.633 -0.152 -0.11
H 0.350 -0.716 1.387 0.09
H -0.391 2.132 1.685 0.04
H -0.873 -1.265 -1.351 0.08
H 0.950 -0.263 -2.044 0.06
H 1.297 -2.014 -1.940 0.05
H -2.073 0.498 0.285 0.07
H -0.251 -2.290 -0.064 0.07
H 0.622 0.498 0.064 -0.05
H 0.935 1.324 -0.233 0.12

***

(4)
65
Properties=species:S:1:pos:R:3:lowdin_charge:R:1 method="wB97M-V/def2-TZVPD" charge=-1 de_lowest_kj_mol=0.0 fmax_ev_per_a=1.00 multiplicity=1 homo_ev=-5.9751
I 1.220 3.301 -0.435 0.70
I -4.527 -1.690 -4.400 0.65
O 0.602 -5.175 0.078 -0.15
O 4.461 4.613 0.976 -0.18
O 0.596 -0.088 -0.102 0.00
O -1.688 2.866 -0.283 0.01
O -1.785 -2.575 -3.856 0.01
N -0.957 -0.878 1.315 -0.14
C -0.797 2.496 -0.965 -0.77
C 4.543 4.390 2.380 -0.21
C 0.945 -4.313 -1.015 -0.19
C -6.054 0.459 2.446 0.09
C 5.388 3.776 0.288 -0.21
C -0.959 0.296 2.187 -0.05
C -5.625 0.872 1.396 -0.15
C -2.348 -1.544 -3.925 -0.80
C -0.505 -0.608 0.010 -0.48
C -3.390 0.827 -1.736 -0.15
C -1.844 -0.190 -3.736 -0.16
C -5.085 1.301 0.106 -0.21
C -1.280 -0.943 -1.216 -0.03
C 5.380 3.129 2.560 -0.17
C 6.318 3.209 1.355 -0.17
C 2.640 -4.112 0.623 -0.17
C 1.491 -4.951 1.169 -0.22
C 1.932 -3.295 -0.455 -0.16
C -2.086 -1.775 1.526 -0.08
C -3.912 0.430 -0.362 -0.23
C -0.812 1.626 -2.162 -0.16
B -1.859 0.339 -2.111 -0.60
H 3.113 -3.501 1.391 0.11
H 5.907 4.371 -0.464 0.11
H -1.399 0.011 3.143 0.08
H 7.137 3.904 1.557 0.11
H 5.022 5.256 2.853 0.11
H 1.400 -2.456 -0.009 0.09
H 3.533 4.292 2.778 0.12
H 1.814 -5.918 1.562 0.11
H -3.446 1.919 -1.793 0.09
H -2.120 -2.521 0.739 0.08
H -1.113 2.266 -3.000 0.12
H 0.036 -3.859 -1.409 0.11
H 4.837 2.978 -0.221 0.11
H -6.364 0.146 3.411 0.00
H -5.877 1.313 -0.648 0.12
H 0.957 -4.415 1.962 0.11
H 0.207 1.298 -2.359 0.07
H -1.514 1.136 1.764 0.08
H -0.804 -0.233 -4.076 0.12
H 4.748 2.244 2.483 0.12
H -2.409 0.518 -4.341 0.09
H 6.746 2.249 1.070 0.11
H -4.723 2.330 0.192 0.12
H -2.087 -1.657 -1.045 0.09
H -1.923 -2.315 2.462 0.08
H 2.601 -2.898 -1.217 0.12
H 3.402 -4.756 0.177 0.11
H 5.896 3.101 3.519 0.11
H 1.401 -4.916 -1.809 0.11
H -4.108 0.470 -2.479 0.03
H 0.062 0.625 2.374 0.08
H -4.215 -0.620 -0.343 0.12
H -3.118 0.559 0.376 0.08
H -3.048 -1.262 1.603 0.07
H -0.555 -1.452 -1.858 0.10

***

(5)
12
Properties=species:S:1:pos:R:3:lowdin_charge:R:1 method="wB97M-V/def2-TZVPD" de_lowest_kj_mol=185.9 fmax_ev_per_a=0.62 multiplicity=1 homo_ev=-9.8212 smiles="C#C[C@@H](C)C=O"
O -1.814 -0.499 -1.185 0.07
C 1.069 -0.690 -0.186 -0.11
C -0.102 -0.092 0.469 -0.35
C -0.174 1.428 0.277 -0.06
C 1.993 -1.212 -0.756 0.13
C -1.345 -0.778 -0.111 -0.23
H -0.058 -0.330 1.538 0.14
H 0.723 1.904 0.683 0.08
H -1.050 1.831 0.797 0.08
H -0.259 1.672 -0.784 0.09
H 2.817 -1.667 -1.260 0.03
H -1.799 -1.566 0.519 0.13

***

(6)
100
Properties=species:S:1:pos:R:3:lowdin_charge:R:1 method="wB97M-V/def2-TZVPD" de_lowest_kj_mol=511.7 fmax_ev_per_a=8.40 multiplicity=1 homo_ev=-5.7346
O 1.590 -1.260 1.269 0.06
O -1.865 3.573 -4.527 0.06
O -0.149 3.844 -5.842 0.00
O 1.330 -3.027 -0.069 0.01
O 3.562 0.211 -0.185 0.14
O -0.829 0.957 0.142 0.05
O -2.300 -2.058 3.602 0.11
O -0.403 -1.876 0.512 -0.05
O -2.617 0.355 -1.006 -0.01
O 0.171 3.157 -3.730 0.04
O -1.455 2.083 -1.600 0.00
N -1.054 -2.850 -3.314 -0.23
N -2.855 -0.902 3.139 0.11
N 3.979 1.439 0.273 0.11
C -2.256 -2.880 -2.281 0.05
C -5.083 -1.953 3.577 0.00
C 5.717 2.819 1.567 -0.13
C -0.448 -3.815 -5.429 -0.18
C -4.885 0.204 2.069 -0.13
C -2.553 0.322 3.954 -0.46
C 5.087 1.387 1.394 -0.38
C -1.074 0.571 3.912 -0.02
C 0.858 -1.352 -4.140 -0.20
C 2.992 2.612 0.234 -0.38
C 2.232 2.597 -1.172 0.00
C -4.223 -1.143 2.535 -0.40
C -4.148 -1.960 1.254 -0.03
C -3.022 0.163 5.425 0.00
C 0.104 -4.698 -4.362 -0.17
C -0.099 -4.054 -2.996 -0.06
C -1.541 -2.997 -4.761 -0.08
C 6.284 0.436 0.910 0.00
C 1.572 -0.037 -3.819 -0.08
C -3.241 1.542 3.312 -0.12
C -1.693 1.129 -0.852 -0.91
C -0.656 3.580 -4.730 -0.84
C -0.351 -1.493 -3.158 -0.07
C 1.989 2.304 1.356 -0.01
C 0.822 -2.071 0.478 -0.88
C -4.746 1.377 2.965 -0.19
C 3.855 3.897 0.374 -0.13
C 4.703 4.019 1.628 -0.16
C 4.524 0.896 2.715 -0.03
H 3.781 1.501 3.235 0.07
H 1.135 2.981 1.321 0.11
H -0.105 -1.544 -2.097 0.12
H 1.674 1.660 -1.168 0.06
H 4.169 4.056 2.578 0.11
H -2.897 -2.031 -2.519 0.10
H -0.378 2.913 -2.981 0.04
H 2.605 -0.116 -4.158 0.08
H -3.109 2.452 3.897 0.13
H 0.814 -3.659 -2.550 0.11
H -1.185 -0.829 -3.382 0.14
H 6.399 2.834 2.417 0.12
H 2.370 2.556 2.345 0.07
H -2.363 -3.702 -4.632 0.12
H 1.703 0.035 -2.739 0.06
H -0.548 -0.253 4.395 0.10
H 0.805 -0.711 1.332 0.04
H 0.611 -1.331 -5.202 0.10
H -4.498 -2.625 4.205 0.08
H -3.735 -2.942 1.485 0.09
H 0.349 -3.174 -5.806 0.09
H -2.850 -3.773 -2.471 0.10
H 1.126 -5.012 -4.572 0.12
H -1.725 -2.761 -1.336 0.08
H -5.149 2.320 2.597 0.12
H 5.224 0.781 3.543 0.10
H 1.101 0.839 -4.266 0.08
H -5.693 -1.256 4.151 0.08
H 3.299 4.827 0.252 0.13
H 4.482 3.890 -0.517 0.13
H -4.454 0.612 1.154 0.13
H 2.797 2.635 -2.103 0.09
H -1.857 -2.029 -5.149 0.15
H -5.675 -2.750 3.127 0.09
H 6.035 -0.615 1.059 0.09
H -0.543 -4.749 -2.283 0.13
H -5.386 1.308 3.844 0.10
H 1.576 3.429 -1.426 0.10
H 1.621 -2.129 -4.107 0.11
H 6.636 0.597 -0.109 0.09
H -1.070 0.033 0.239 0.04
H 4.105 -0.109 2.676 0.10
H -2.585 -0.761 5.804 0.09
H -2.756 1.921 2.413 0.13
H -0.730 0.687 2.884 0.08
H -0.808 -4.409 -6.270 0.12
H 7.068 0.762 1.593 0.08
H 6.461 3.051 0.805 0.12
H -0.495 -5.608 -4.375 0.11
H 1.450 1.357 1.339 0.07
H -4.103 0.115 5.551 0.08
H -5.946 0.018 1.897 0.13
H -5.094 -2.021 0.716 0.11
H -2.609 0.861 6.154 0.10
H -0.751 1.465 4.446 0.10
H -3.423 -1.572 0.538 0.07
H 5.298 4.931 1.603 0.11

***

(7)
102
Properties=species:S:1:pos:R:3:lowdin_charge:R:1 method="wB97M-V/def2-TZVPD" charge=-1 de_lowest_kj_mol=5.4 fmax_ev_per_a=0.46 multiplicity=1 homo_ev=-4.4278
Bi -0.460 1.147 -1.923 1.63
Sb 1.370 -1.237 1.859 1.59
S 1.054 2.120 -3.938 0.54
S -2.854 0.080 -0.825 0.55
O 1.628 0.178 -1.227 -0.30
O 2.572 -3.749 -2.298 0.04
O -1.920 1.188 -3.590 -0.33
N 1.090 -1.626 -2.552 0.04
N -0.102 -0.975 -2.815 -0.13
N -1.395 2.476 0.717 -0.19
N -0.495 3.926 -1.958 -0.24
C 0.008 3.495 -4.314 -0.62
C -2.872 0.487 0.888 -0.61
C -3.137 0.951 3.654 -0.12
C 3.468 -2.927 -1.717 -0.29
C -2.162 -4.667 2.071 -0.10
C -2.228 3.322 -0.143 -0.21
C 4.888 -4.305 3.493 -0.10
C 0.589 1.326 6.015 -0.10
C -0.474 3.260 1.523 -0.09
C -3.652 -0.333 1.712 -0.15
C 2.878 -2.555 2.654 -0.38
C 0.996 -0.212 3.712 -0.40
C -1.263 -4.558 3.126 -0.10
C -4.711 -0.509 -5.094 -0.09
C -0.267 -3.595 3.092 -0.14
C 1.896 -0.931 -1.776 -0.52
C -3.788 -0.122 3.070 -0.11
C -0.656 4.270 -3.344 -0.28
C 4.692 -3.472 -1.329 -0.04
C -0.087 -0.460 4.548 -0.12
C -2.061 -3.813 0.986 -0.09
C 3.545 -2.342 3.854 -0.12
C 5.647 -2.683 -0.719 -0.10
C -0.165 -2.721 2.010 -0.39
C -1.517 4.370 -1.008 -0.18
C -2.226 -1.159 -4.017 -0.17
C -2.208 1.573 1.492 -0.26
C -1.572 5.688 -5.084 -0.11
C -2.365 1.785 2.862 -0.05
C -3.069 -2.146 -4.553 -0.06
C 5.404 -1.335 -0.478 -0.10
C -0.943 -1.619 -3.539 -0.07
C 4.233 -4.522 2.289 -0.09
C -4.303 -1.848 -5.077 -0.11
C 4.185 -0.797 -0.846 -0.04
C 3.205 -1.570 -1.464 -0.10
C 3.239 -3.651 1.873 -0.14
C 0.874 4.162 -1.494 -0.12
C -0.930 4.926 -6.044 -0.11
C -0.286 0.301 5.693 -0.10
C -1.065 -2.844 0.957 -0.14
C 1.862 0.833 4.040 -0.17
C 1.668 1.593 5.184 -0.10
C -0.149 3.852 -5.653 -0.13
C -1.421 5.361 -3.744 -0.04
C -3.903 0.481 -4.594 -0.02
C -2.640 0.196 -4.026 -0.41
C 4.543 -3.213 4.274 -0.10
H -5.677 -0.248 -5.508 0.10
H 2.353 2.397 5.423 0.10
H 3.950 0.241 -0.652 0.11
H -2.941 -5.418 2.100 0.10
H -1.907 5.982 -3.007 0.10
H -1.017 -2.174 0.107 0.06
H 4.864 -4.523 -1.515 0.11
H -4.941 -2.628 -5.470 0.09
H -4.207 1.519 -4.604 0.11
H 2.700 1.063 3.390 0.09
H 3.281 -1.497 4.480 0.08
H -0.650 -2.630 -3.826 0.13
H 1.553 4.158 -2.342 0.06
H -4.155 -1.167 1.242 0.08
H 2.743 -3.832 0.925 0.10
H 1.212 3.374 -0.817 0.06
H -3.221 1.144 4.715 0.09
H -0.976 4.062 2.088 0.09
H -4.392 -0.795 3.665 0.10
H 5.049 -3.038 5.215 0.09
H 5.667 -4.983 3.819 0.09
H 1.806 -3.181 -2.576 0.06
H -2.720 -3.172 -4.542 0.11
H -0.793 -1.242 4.301 0.09
H 6.153 -0.718 -0.002 0.09
H -1.137 0.096 6.330 0.10
H -2.830 2.667 -0.777 0.07
H -1.868 2.617 3.337 0.09
H -1.089 5.148 -0.364 0.11
H -1.335 -5.231 3.972 0.10
H -2.183 6.536 -5.365 0.09
H 4.501 -5.368 1.669 0.10
H -2.332 4.837 -1.557 0.10
H 0.274 3.725 0.891 0.05
H 0.352 3.243 -6.393 0.09
H 0.444 -3.532 3.908 0.10
H -1.037 5.162 -7.095 0.09
H -2.928 3.900 0.485 0.13
H 6.592 -3.124 -0.427 0.10
H -2.758 -3.881 0.161 0.10
H 0.427 1.922 6.904 0.09
H 0.042 2.609 2.229 0.09
H 0.943 5.129 -0.978 0.09